# 1
DFT (wB97M-V/def2-TZVPD) results for an isolated molecule of C6H12O.

Summary:
LUMO level = 0.0340 hartree
SMILES = C=C(O)CCCC
ΔE to the lowest compared entry with this formula, charge and spin = 17.8 kcal per mole
E_tot = -311.03091 Ha

Cartesian coordinates (Å):
C: 2.021 -0.540 0.283
C: 1.282 0.507 0.657
O: 1.163 0.917 1.953
C: 0.387 1.303 -0.246
C: -1.096 0.971 0.017
C: -1.389 -0.527 0.119
C: -0.965 -1.290 -1.146
H: 2.116 -0.810 -0.762
H: -0.026 -1.824 -0.975
H: 2.522 -1.175 1.011
H: 1.744 0.368 2.497
H: 0.552 2.375 -0.086
H: 0.648 1.084 -1.287
H: -1.426 1.479 0.930
H: -1.690 1.377 -0.812
H: -2.460 -0.657 0.313
H: -0.872 -0.948 0.990
H: -1.720 -2.009 -1.473
H: -0.790 -0.601 -1.982

=====

# 2
DFT (wB97M-V/def2-TZVPD) results for an isolated molecule of C6H12O.

Summary:
LUMO level = 0.0400 hartree
SMILES = CC[C@H]1CCCO1
ΔE to the lowest compared entry with this formula, charge and spin = 12.0 kcal per mole
E_tot = -311.04017 Ha

Cartesian coordinates (Å):
C: -1.880 0.729 1.195
C: -1.527 -0.081 -0.053
C: -0.176 -0.815 0.070
C: 0.573 -0.949 -1.280
C: 1.692 0.114 -1.185
C: 1.337 0.865 0.101
O: 0.722 -0.109 0.919
H: -1.695 0.156 2.109
H: -1.270 1.636 1.261
H: -2.932 1.032 1.180
H: -2.303 -0.831 -0.249
H: -1.524 0.583 -0.928
H: -0.335 -1.787 0.550
H: 0.996 -1.950 -1.404
H: -0.095 -0.769 -2.128
H: 1.733 0.775 -2.055
H: 2.670 -0.364 -1.076
H: 2.193 1.269 0.646
H: 0.636 1.690 -0.109

=====

# 3
DFT (wB97M-V/def2-TZVPD) results for a cluster of 2 separate species, C6H12O in total in a non-equilibrium geometry.

Summary:
LUMO level = 0.0324 hartree
SMILES = C/C=C(/C)O.C=C
ΔE to the lowest compared entry with this formula, charge and spin = 82.6 kcal per mole
E_tot = -310.92758 Ha

Cartesian coordinates (Å):
C: 1.960 -0.885 -0.381
C: 0.613 -0.674 0.217
O: 0.540 -0.310 1.543
C: 0.060 1.905 -0.562
C: -0.904 2.106 0.328
C: -1.861 -1.081 0.140
C: -0.510 -0.952 -0.438
H: 2.569 0.027 -0.345
H: 1.846 -1.167 -1.431
H: 2.510 -1.682 0.135
H: 1.387 0.065 1.813
H: 1.113 2.011 -0.301
H: -0.148 1.623 -1.591
H: -0.678 2.335 1.365
H: -1.954 2.003 0.067
H: -2.705 -1.188 -0.557
H: -2.164 -0.666 1.102
H: -0.456 -1.392 -1.424
H: -1.218 -2.078 0.322

=====

# 4
DFT (wB97M-V/def2-TZVPD) results for a cluster of 2 separate species, C6H12O in total.

Summary:
LUMO level = 0.0365 hartree
SMILES = CC1=CC1.CCO
ΔE to the lowest compared entry with this formula, charge and spin = 76.3 kcal per mole
E_tot = -310.93772 Ha

Cartesian coordinates (Å):
C: 1.903 0.713 -0.550
C: 1.335 0.658 0.860
C: -1.214 -0.663 -0.278
C: -0.681 -1.738 -1.126
C: -1.925 -0.404 1.014
C: -1.741 0.507 -0.162
O: 0.359 1.657 1.110
H: 2.263 1.720 -0.787
H: 1.167 0.445 -1.315
H: 2.755 0.031 -0.639
H: 2.138 0.752 1.596
H: 0.941 -0.357 1.044
H: -0.347 -1.371 -2.103
H: 0.134 -2.269 -0.628
H: -1.503 -2.446 -1.276
H: -1.368 -0.232 1.943
H: -2.904 -0.875 1.163
H: -2.053 1.405 -0.664
H: 0.702 2.512 0.807

=====

# 5
DFT (wB97M-V/def2-TZVPD) results for an isolated molecule of C6H12O.

Summary:
LUMO level = 0.0128 hartree
ΔE to the lowest compared entry with this formula, charge and spin = 88.2 kcal per mole
E_tot = -310.91867 Ha

Cartesian coordinates (Å):
C: -0.225 -2.492 -0.920
C: 0.486 -1.335 -0.223
C: 0.088 1.010 1.544
C: -0.597 2.184 2.090
C: 0.520 1.193 0.135
C: 0.069 0.031 -0.759
O: 0.608 0.299 -2.044
H: -0.046 -2.500 -2.003
H: -1.309 -2.435 -0.759
H: 0.117 -3.456 -0.530
H: 1.575 -1.424 -0.337
H: 0.271 -1.353 0.850
H: -1.617 1.873 1.770
H: -0.634 2.231 3.182
H: -0.414 3.171 1.635
H: 1.623 1.148 0.190
H: 0.260 2.149 -0.354
H: -1.034 0.066 -0.811
H: 0.258 -0.362 -2.654

=====

# 6
DFT (wB97M-V/def2-TZVPD) results for an isolated molecule of C6H12O.

Summary:
LUMO level (alpha / beta) = 0.0171 / 0.0171 hartree
ΔE to the lowest compared entry with this formula, charge and spin = 105.6 kcal per mole
E_tot = -310.89096 Ha

Cartesian coordinates (Å):
C: -1.265 1.235 -1.997
C: -0.317 0.822 -0.879
O: -1.201 0.009 0.229
C: 0.765 -0.061 -1.219
C: 1.528 -0.561 0.003
C: 0.437 -1.086 0.859
C: 0.323 -0.738 2.317
H: -0.747 1.893 -2.707
H: -2.139 1.774 -1.610
H: -1.617 0.348 -2.537
H: -0.002 1.689 -0.270
H: -1.589 0.639 0.881
H: 0.525 -0.831 -1.960
H: 2.103 0.226 0.519
H: 2.227 -1.365 -0.275
H: -0.020 -2.018 0.535
H: 0.513 0.328 2.494
H: 1.114 -1.291 2.857
H: -0.640 -1.013 2.761

=====

# 7
DFT (wB97M-V/def2-TZVPD) results for a structure of composition C6H12O.

Summary:
LUMO level = 0.0277 hartree
ΔE to the lowest compared entry with this formula, charge and spin = 131.1 kcal per mole
E_tot = -310.85038 Ha

Cartesian coordinates (Å):
C: 1.826 0.873 -0.490
C: 1.020 -0.034 0.473
C: -0.569 -1.145 0.640
C: -0.741 -1.833 -0.710
C: -1.655 -0.140 0.881
C: -0.704 0.743 0.202
O: -0.524 1.949 0.839
H: 1.596 1.944 -0.442
H: 1.730 0.559 -1.535
H: 2.884 0.787 -0.218
H: 1.192 0.253 1.509
H: 1.490 -1.009 0.335
H: -0.426 -1.246 -1.588
H: -0.183 -2.777 -0.743
H: -1.804 -2.067 -0.870
H: -1.805 0.134 1.929
H: -2.600 -0.286 0.355
H: -0.804 0.801 -0.885
H: 0.078 2.496 0.319

=====

# 8
DFT (wB97M-V/def2-TZVPD) results for a structure of composition C6H12O.

Summary:
LUMO level = 0.0414 hartree
ΔE to the lowest compared entry with this formula, charge and spin = 31.6 kcal per mole
E_tot = -311.00899 Ha

Cartesian coordinates (Å):
C: -0.176 1.781 2.196
C: 0.065 1.355 0.745
C: 0.412 -0.135 0.592
C: 0.669 -0.543 -0.858
C: -0.556 -0.647 -1.790
O: -0.341 -2.046 -2.019
C: 0.872 -2.020 -1.257
H: -1.010 1.229 2.647
H: 0.710 1.610 2.819
H: -0.420 2.848 2.262
H: 0.878 1.964 0.323
H: -0.832 1.587 0.153
H: -0.411 -0.733 1.006
H: 1.296 -0.356 1.207
H: 1.477 0.074 -1.271
H: -0.497 -0.058 -2.714
H: -1.531 -0.461 -1.319
H: 0.902 -2.795 -0.479
H: 1.748 -2.138 -1.907

=====

# 9
DFT (wB97M-V/def2-TZVPD) results for an isolated molecule of C6H12O.

Summary:
LUMO level = 0.0307 hartree
ΔE to the lowest compared entry with this formula, charge and spin = 101.0 kcal per mole
E_tot = -310.89833 Ha

Cartesian coordinates (Å):
C: 1.886 -1.168 -0.811
C: 0.602 -0.954 -0.018
C: 0.711 0.084 1.108
C: -0.731 0.534 1.310
O: -1.371 0.359 0.015
C: -0.486 -0.343 -0.890
C: -2.073 1.604 -0.814
H: 2.693 -1.574 -0.193
H: 1.723 -1.860 -1.644
H: 2.228 -0.214 -1.229
H: 0.259 -1.907 0.405
H: 1.334 0.920 0.770
H: 1.152 -0.320 2.024
H: -0.848 1.582 1.597
H: -1.280 -0.099 2.012
H: -1.104 -1.053 -1.440
H: -1.548 2.433 -0.294
H: -0.086 0.398 -1.588
H: -3.063 1.578 -0.321

=====

# 10
DFT (wB97M-V/def2-TZVPD) results for a structure of composition C6H12O.

Summary:
LUMO level = 0.0290 hartree
ΔE to the lowest compared entry with this formula, charge and spin = 97.2 kcal per mole
E_tot = -310.90436 Ha

Cartesian coordinates (Å):
C: 1.221 1.286 0.781
C: 0.408 -0.663 0.074
C: 1.654 -1.037 -0.679
C: -0.802 -0.572 -0.631
C: -2.155 -0.724 0.025
C: -1.810 0.704 -0.069
O: -1.320 1.377 0.924
H: 1.099 2.223 1.342
H: 1.953 0.693 1.335
H: 1.618 1.550 -0.203
H: 0.357 -1.003 1.105
H: 2.566 -0.787 -0.132
H: 1.684 -0.543 -1.655
H: 1.654 -2.120 -0.852
H: -0.755 -0.593 -1.716
H: -2.942 -1.103 -0.624
H: -2.153 -1.146 1.028
H: -2.170 1.253 -0.946
H: -0.105 1.205 0.894

=====

# 11
DFT (wB97M-V/def2-TZVPD) results for a cluster of 2 separate species, C6H12O in total.

Summary:
LUMO level = 0.0330 hartree
ΔE to the lowest compared entry with this formula, charge and spin = 81.9 kcal per mole
E_tot = -310.92869 Ha

Cartesian coordinates (Å):
C: 1.975 -0.176 0.910
C: 1.668 -0.563 -0.541
C: 0.892 0.500 -1.270
C: -0.233 0.291 -1.943
C: -2.358 0.280 0.136
C: -1.853 -0.642 1.233
O: -2.130 1.519 0.534
H: 2.549 -0.961 1.412
H: 1.059 -0.012 1.491
H: 2.564 0.748 0.949
H: 1.101 -1.502 -0.560
H: 2.614 -0.753 -1.071
H: 1.287 1.515 -1.195
H: -0.672 -0.702 -2.017
H: -0.767 1.103 -2.435
H: -2.711 -1.229 1.595
H: -1.366 -0.170 2.097
H: -1.143 -1.372 0.820
H: -2.474 2.125 -0.144

=====

# 12
DFT (wB97M-V/def2-TZVPD) results for an isolated molecule of C6H12O in a non-equilibrium geometry.

Summary:
LUMO level = 0.0336 hartree
SMILES = C=C(C)CCCO
ΔE to the lowest compared entry with this formula, charge and spin = 76.9 kcal per mole
E_tot = -310.93675 Ha

Cartesian coordinates (Å):
C: -0.010 -2.084 1.400
O: 0.711 -3.250 1.327
C: 0.082 -1.291 -0.019
C: -0.730 0.035 -0.253
C: -0.073 1.412 -0.703
C: 0.412 1.473 -2.058
C: 0.019 2.584 0.427
H: -0.993 -2.237 1.661
H: 0.488 -1.324 2.013
H: 0.351 -3.864 0.661
H: -0.145 -1.955 -0.849
H: 1.257 -1.101 -0.047
H: -0.991 0.357 0.892
H: -1.466 -0.132 -1.046
H: 0.301 0.570 -2.706
H: 0.631 2.338 -2.693
H: -0.308 3.541 -0.058
H: -0.616 2.293 1.226
H: 1.081 2.636 0.826

=====

# 13
DFT (wB97M-V/def2-TZVPD) results for a cluster of 2 separate species, C6H12O in total.

Summary:
LUMO level = 0.0346 hartree
SMILES = CCC(C)=O.C=C
ΔE to the lowest compared entry with this formula, charge and spin = 27.8 kcal per mole
E_tot = -311.01494 Ha

Cartesian coordinates (Å):
C: -0.360 0.417 -1.630
C: 0.277 -0.779 -0.919
C: 1.654 1.916 0.858
C: 1.544 1.076 1.882
O: 0.055 -1.634 1.300
C: -0.504 -1.299 0.276
C: -2.007 -1.412 0.129
H: 0.341 0.850 -2.350
H: -1.265 0.132 -2.179
H: -0.627 1.205 -0.917
H: 1.280 -0.535 -0.559
H: 1.138 2.873 0.841
H: 2.264 1.680 -0.012
H: 0.932 1.308 2.749
H: 2.041 0.110 1.893
H: 0.380 -1.616 -1.624
H: -2.456 -0.414 0.061
H: -2.268 -1.946 -0.792
H: -2.419 -1.934 0.994

=====

# 14
DFT (wB97M-V/def2-TZVPD) results for a structure of composition C6H12O.

Summary:
LUMO level = 0.0309 hartree
ΔE to the lowest compared entry with this formula, charge and spin = 122.9 kcal per mole
E_tot = -310.86349 Ha

Cartesian coordinates (Å):
C: 0.848 -0.700 -0.901
C: -0.664 -1.233 -0.191
C: -1.837 -0.806 -1.050
O: -0.811 -0.633 1.125
C: 0.170 0.175 0.665
C: 1.416 0.042 1.508
C: -0.205 1.582 0.296
H: 0.438 -0.915 -1.881
H: 1.607 -1.425 -0.631
H: 1.374 0.268 -1.082
H: -2.013 0.272 -1.075
H: -2.750 -1.268 -0.662
H: -1.694 -1.152 -2.074
H: 2.273 0.568 1.080
H: 1.169 0.479 2.482
H: 1.657 -1.014 1.653
H: -0.513 2.065 1.226
H: -1.039 1.643 -0.403
H: 0.647 2.128 -0.123

=====

# 15
DFT (wB97M-V/def2-TZVPD) results for a cluster of 2 separate species, C6H12O in total in a non-equilibrium geometry.

Summary:
LUMO level = 0.0276 hartree
SMILES = C=C/C=C/CC.O
ΔE to the lowest compared entry with this formula, charge and spin = 47.9 kcal per mole
E_tot = -310.98287 Ha

Cartesian coordinates (Å):
C: 2.184 0.985 -2.254
C: 0.886 0.771 -1.452
C: -0.176 -0.794 3.148
C: 0.143 -0.918 1.845
C: 0.527 0.104 0.897
C: 0.993 -0.208 -0.318
H: 2.204 0.284 -3.087
H: 3.035 0.773 -1.610
H: 2.218 1.995 -2.656
H: 0.097 0.577 -2.191
H: 0.451 1.671 -0.992
H: -0.241 0.159 3.664
H: -0.337 -1.667 3.763
H: 0.072 -1.984 1.639
H: 0.263 1.131 1.119
H: 1.517 -1.133 -0.545
H: -3.325 -0.921 -0.710
H: -3.094 0.427 -1.234
O: -3.795 -0.156 -1.023

=====

# 16
DFT (wB97M-V/def2-TZVPD) results for an isolated molecule of C6H12O in a non-equilibrium geometry.

Summary:
LUMO level (alpha / beta) = 0.0294 / 0.0153 hartree
ΔE to the lowest compared entry with this formula, charge and spin = 102.3 kcal per mole
E_tot = -310.89626 Ha

Cartesian coordinates (Å):
C: -2.697 0.284 -0.088
C: -1.227 0.267 0.165
C: -0.468 -1.037 0.091
C: 0.646 -0.897 1.008
C: 1.944 -0.501 0.396
C: 1.690 0.851 -0.314
O: 1.865 0.691 -1.709
H: -2.875 -0.172 -1.072
H: -3.350 -0.234 0.628
H: -3.017 1.331 -0.140
H: -0.853 1.061 0.808
H: 0.653 1.172 -0.161
H: -0.189 -1.381 -0.920
H: -1.166 -1.784 0.524
H: 0.496 -0.859 2.079
H: 2.215 -1.229 -0.386
H: 2.776 -0.444 1.103
H: 2.349 1.620 0.115
H: 1.210 1.261 -2.128

=====

# 17
DFT (wB97M-V/def2-TZVPD) results for a cluster of 2 separate species, C6H12O in total in a non-equilibrium geometry.

Summary:
LUMO level = 0.0332 hartree
SMILES = CC(C)[C@H]1CC1=O.[H][H]
ΔE to the lowest compared entry with this formula, charge and spin = 76.3 kcal per mole
E_tot = -310.93764 Ha

Cartesian coordinates (Å):
C: 1.614 1.084 0.307
C: 0.831 -0.225 0.218
C: 1.565 -1.326 -0.530
C: -0.528 0.063 -0.384
C: -1.752 -0.872 -0.102
C: -1.496 0.348 0.671
O: -1.602 0.862 1.757
H: 1.047 1.829 0.877
H: 2.576 0.929 0.805
H: 1.810 1.493 -0.692
H: 0.641 -0.565 1.246
H: 2.516 -1.555 -0.038
H: 1.775 -1.024 -1.563
H: 0.964 -2.241 -0.558
H: -0.536 0.525 -1.373
H: -2.482 -0.939 -0.908
H: -1.619 -1.782 0.475
H: -2.688 1.607 -0.463
H: -2.637 1.788 0.256

=====

# 18
DFT (wB97M-V/def2-TZVPD) results for a cluster of 2 separate species, C6H12O in total.

Summary:
LUMO level = 0.0351 hartree
SMILES = C/C=C\C.C=CO
ΔE to the lowest compared entry with this formula, charge and spin = 56.4 kcal per mole
E_tot = -310.96940 Ha

Cartesian coordinates (Å):
C: -1.029 2.332 -1.312
C: -0.472 1.664 -0.307
O: -1.224 1.410 0.790
C: -0.520 -1.219 0.006
C: 0.068 -1.178 -1.364
C: 0.171 -1.305 1.145
C: 1.528 -0.740 1.467
H: -0.398 -0.431 -2.042
H: -0.428 2.968 -1.948
H: -2.104 2.468 -1.266
H: 0.577 1.352 -0.306
H: -0.819 0.712 1.318
H: -1.596 -1.394 0.042
H: 1.155 -1.055 -1.327
H: -0.090 -2.226 -1.666
H: -0.343 -1.774 1.979
H: 2.010 -0.204 0.641
H: 2.233 -1.474 1.867
H: 1.359 -0.004 2.266

=====

# 19
DFT (wB97M-V/def2-TZVPD) results for an isolated molecule of C6H12O.

Summary:
LUMO level = 0.0409 hartree
SMILES = C[C@H]1CO[C@@H](C)C1
ΔE to the lowest compared entry with this formula, charge and spin = 7.9 kcal per mole
E_tot = -311.04673 Ha

Cartesian coordinates (Å):
C: -2.298 0.551 0.087
C: -1.080 -0.306 0.406
C: -0.547 -1.105 -0.783
O: 0.777 -1.452 -0.434
C: 1.351 -0.377 0.310
C: 2.343 0.395 -0.551
C: 0.170 0.488 0.806
H: -3.177 -0.070 -0.116
H: -2.109 1.169 -0.799
H: -2.543 1.221 0.918
H: -1.323 -1.017 1.205
H: -1.094 -2.032 -0.985
H: -0.570 -0.490 -1.700
H: 1.882 -0.839 1.152
H: 3.101 -0.279 -0.959
H: 2.847 1.172 0.036
H: 1.828 0.881 -1.388
H: 0.175 1.464 0.304
H: 0.215 0.678 1.883

=====

# 20
DFT (wB97M-V/def2-TZVPD) results for a structure of composition C6H12O.

Summary:
LUMO level = -0.0107 hartree
ΔE to the lowest compared entry with this formula, charge and spin = 127.7 kcal per mole
E_tot = -310.85575 Ha

Cartesian coordinates (Å):
C: 0.309 2.048 0.318
C: -1.065 1.392 0.363
O: -1.832 1.640 -0.853
C: -1.479 0.307 -1.293
C: -1.241 -0.089 0.134
C: 0.555 -2.205 0.796
C: 1.426 -1.286 -0.063
H: 0.161 3.131 0.371
H: 0.941 1.745 1.160
H: 0.833 1.823 -0.615
H: -1.589 1.732 1.268
H: -0.574 0.309 -1.926
H: -2.277 -0.214 -1.837
H: 0.097 -1.635 1.609
H: 1.164 -3.004 1.223
H: -0.265 -2.654 0.226
H: 2.251 -0.844 0.508
H: 0.828 -0.462 -0.459
H: 1.829 -1.810 -0.936